# 1
C16H14BeF6N2O5S2 | ωB97M-V/def2-TZVPD

Each line ends with the Mulliken charge.
Geometry (Å):
Be -1.39501 0.95084 -0.95079  -0.0677
F -0.99991 -5.51949 -1.91096  -0.2950
C -1.27114 -4.22032 -2.07628  0.5476
C -0.63735 -3.26026 -1.29568  -0.2457
F 0.28786 -3.61446 -0.39683  -0.3080
C -0.93750 -1.92152 -1.47587  -0.3004
F -0.27899 -1.01201 -0.71232  -0.1251
C -1.85956 -1.46666 -2.42149  0.7798
S -2.26476 0.19563 -2.67212  -0.3526
C -2.45557 -2.45691 -3.22191  0.2303
F -3.31771 -2.09918 -4.17574  -0.3361
C -2.17768 -3.80273 -3.05018  0.2159
F -2.77714 -4.71047 -3.82516  -0.2930
F 1.06620 -0.58222 6.49450  -0.3147
C 0.42646 -0.88341 5.35144  0.1323
C 0.22501 0.07505 4.42605  0.1376
N -0.36460 -0.19469 3.23130  0.2085
C -0.46875 0.79950 2.19245  -0.3984
C -1.92807 0.92509 1.66079  0.7388
O -2.85694 1.00023 2.41181  -0.6593
O -1.97332 0.98968 0.36988  -0.2483
C -0.83683 -1.46130 2.92236  0.2546
O -1.32669 -1.72394 1.85175  -0.5721
N -0.66715 -2.38925 3.92007  -0.0546
C -0.03498 -2.25319 5.15629  0.3037
O 0.08299 -3.18352 5.91128  -0.6094
H 0.54383 1.09381 4.59456  0.3780
H 0.16809 0.51796 1.34882  0.0618
H -0.17195 1.77006 2.59330  0.3616
H -1.01929 -3.31635 3.70326  0.2459
C 1.61686 3.53840 -3.35610  -1.1846
C 1.41518 2.04233 -3.44190  -0.4839
S 1.26427 1.11975 -1.86392  0.4377
O 0.00689 1.65876 -1.21265  -0.1332
C 2.60051 1.85988 -0.81187  -0.7410
C 2.16367 3.11250 -0.07956  -1.0040
H 1.53647 3.95954 -4.35637  0.4184
H 2.60136 3.78088 -2.96510  0.2715
H 0.85010 3.99529 -2.73607  0.2977
H 2.23755 1.55519 -3.96435  0.4527
H 0.48280 1.80368 -3.95567  0.3700
H 3.47371 2.00766 -1.44449  0.5421
H 2.81948 1.06249 -0.09954  0.4525
H 2.20102 3.98821 -0.72015  0.2851
H 2.80854 3.28528 0.77876  0.3715
H 1.14204 2.98421 0.27439  0.2316

Atoms 1-3, force components in eV/Å:
Be 0.32 -0.55 -1.04
F -0.04 0.23 -0.04
C -0.03 0.30 -0.05

The value obtained for the energy above the lowest of the compared OMol25 structures with the same formula, charge and spin is 0.252 eV. The multiplicity is 1. For the total energy, the calculation gives -68416.709 eV.



# 2
C16H14BrN4O9P2V | ωB97M-V/def2-TZVPD

Each line ends with the Mulliken charge.
Geometry (Å):
V 0.62915 0.07128 0.70979  0.5618
N -2.52137 0.27923 1.39332  0.1503
C -2.10376 -1.02362 1.19296  0.6171
C -3.08511 -2.00276 1.38594  -1.0147
C -2.79636 -3.32600 1.16734  -0.4193
C -1.51695 -3.67053 0.73935  -0.9996
C -0.58940 -2.67893 0.58513  -0.6098
N -0.85436 -1.36602 0.81642  0.7738
C -1.92438 1.49969 1.23051  0.7323
C -2.69577 2.66239 1.35655  -0.9171
C -2.09423 3.88335 1.18088  -0.4475
C -0.72476 3.95570 0.89567  -0.8214
C -0.02211 2.79120 0.80135  -0.6342
N -0.62347 1.58475 0.96496  0.7486
H -3.49854 0.34191 1.63510  0.2585
H -4.07271 -1.69884 1.70612  0.4934
H -3.55370 -4.08272 1.32028  0.4601
H -1.23732 -4.69383 0.54014  0.4784
H 0.41207 -2.91311 0.27622  0.8427
H -3.75162 2.58294 1.57603  0.4929
H -2.67892 4.78942 1.26506  0.4529
H -0.22405 4.90338 0.76535  0.4915
H 1.04459 2.77643 0.60575  0.5875
O 1.81803 0.16810 4.70322  -0.4175
P 1.58681 -0.80523 3.50966  0.5731
O 1.13305 -2.16286 3.73209  -0.5388
O 0.71015 0.05012 2.51921  -0.0690
O 3.04658 -0.72798 2.72724  -0.2420
P 3.01289 -0.73297 1.15822  0.3769
O 4.43800 -0.90056 0.62913  -0.4415
O 1.88572 -1.62688 0.67838  -0.2719
O 2.42001 0.61911 0.66922  -0.4223
H 1.88852 -0.23857 5.58085  0.3801
H 5.07210 -1.51282 1.03763  0.3858
Br 3.76693 -1.44377 -4.79275  -0.1121
C 2.16911 -0.46869 -4.63615  -0.2704
C 1.54465 0.04337 -5.77917  -0.1122
N 0.41652 0.73320 -5.72264  -0.5264
C -0.15315 0.95829 -4.55476  -0.5338
C 0.40713 0.48739 -3.36250  0.1698
C 1.59209 -0.24612 -3.40534  -0.0298
C -0.28492 0.79746 -2.11730  0.6554
O -1.31780 1.33804 -1.90462  -0.4898
O 0.37857 0.22968 -0.96997  0.4113
H 1.97808 -0.11679 -6.75926  0.3990
H -1.07467 1.52820 -4.54493  0.4539
H 2.04873 -0.63504 -2.50570  0.3938

Atoms 1-3, force components in eV/Å:
V 0.38 -0.21 -1.21
N 0.04 0.07 0.05
C -0.10 -0.20 0.00

The multiplicity is 1. For the total energy, the calculation gives -155507.476 eV. As for the total charge: +2.



# 3
C16H14F2N2OPdSTe4 | ωB97M-V/def2-TZVPD

Each line ends with the Mulliken spin population.
Geometry (Å):
Pd 0.25368 0.84756 -0.42432  1.1978
S -1.87375 -1.91111 2.59204  0.0057
C -1.05920 -0.76070 3.60208  0.0031
C -1.00732 -0.69054 4.99092  0.0015
C -0.29512 0.34672 5.55987  -0.0017
C 0.34667 1.30393 4.76497  0.0010
C 0.29623 1.23469 3.38856  0.0131
C -0.40648 0.18303 2.80399  -0.0066
N -0.55598 -0.03452 1.44509  0.0267
C -1.30180 -1.06858 1.18926  0.0421
C -1.60471 -1.44124 -0.19679  -0.0562
C -2.46843 -2.48708 -0.50973  0.0020
C -2.75387 -2.76185 -1.83666  0.0003
C -2.18276 -1.97750 -2.83347  0.0107
C -1.31748 -0.93936 -2.50691  -0.0314
C -0.99532 -0.65193 -1.18424  0.2784
H -1.51040 -1.42365 5.60700  0.0007
H -0.23813 0.42348 6.63743  -0.0002
H 0.88759 2.11176 5.23937  0.0001
H 0.77366 1.97562 2.76062  0.0065
H -2.92257 -3.08201 0.27547  0.0007
H -3.42176 -3.57294 -2.09389  0.0006
H -2.41815 -2.18072 -3.87147  -0.0003
H -0.89697 -0.34125 -3.30889  0.0058
Te 2.25979 -1.75954 0.11227  0.2530
Te 4.48750 -3.01635 0.83897  0.6550
Te 5.41576 -0.33634 1.85841  0.6890
Te 3.26580 0.73175 0.83816  0.4178
F -0.77338 3.29026 -1.65698  0.0287
C -0.63553 2.76636 -0.39952  0.3893
F 0.18813 3.63284 0.29284  0.0372
H -1.61747 2.79697 0.08178  0.0036
C 1.18437 1.85772 -4.33677  0.0011
C 1.67397 0.99328 -3.20855  -0.0092
N 2.02850 -0.26726 -3.49632  0.0170
O 1.75972 1.44744 -2.06526  0.0085
H 0.99636 1.30050 -5.25329  0.0006
H 1.93548 2.62302 -4.53121  0.0013
H 0.27618 2.36005 -4.00696  -0.0007
H 1.91343 -0.64750 -4.41748  0.0004
H 2.31377 -0.87501 -2.74037  0.0071

Atoms 1-3, force components in eV/Å:
Pd -0.08 0.07 0.00
S -0.04 -0.03 -0.04
C 0.05 0.03 0.06

The value obtained for the energy above the lowest of the compared OMol25 structures with the same formula, charge and spin is 1.212 eV. The multiplicity is 5. For the total energy, the calculation gives -70768.612 eV.



# 4
C16H14MoN2OS5Sb | ωB97M-V/def2-TZVPD

Each line ends with the Mulliken spin population.
Geometry (Å):
Mo -0.53056 -0.49244 -2.76026  -0.0058
C -0.46900 -2.16296 1.54262  -0.0009
C -0.90268 -1.82838 0.14844  0.0069
N -0.14191 -1.07673 -0.62739  -0.0038
N 1.00691 -0.62371 0.02437  0.0742
C 1.85507 -0.07025 -0.74706  -0.0249
S 1.72898 0.12303 -2.46388  0.0040
S 3.41968 0.48612 -0.12336  0.3542
C 3.18891 0.50092 1.68386  0.0126
C 2.82642 1.94683 1.74789  0.1301
C 1.47294 2.36348 1.75531  0.0933
C 1.17372 3.69425 1.89596  0.0095
C 2.20635 4.64189 1.97582  0.2062
C 3.54702 4.25234 1.93026  -0.0247
C 3.85931 2.92207 1.79961  0.1428
C -2.16651 -2.36670 -0.30855  0.0075
C -3.11931 -2.85887 0.60727  0.0035
C -4.31342 -3.38551 0.17050  -0.0010
C -4.58737 -3.47040 -1.19569  0.0068
C -3.68051 -3.00515 -2.12920  -0.0038
C -2.49535 -2.44346 -1.67096  0.0066
O -1.62975 -1.96090 -2.58915  0.0012
H 0.60023 -2.34494 1.57697  0.0002
H -0.98767 -3.04333 1.90724  -0.0002
H -0.68254 -1.32432 2.20954  0.0005
H 4.14423 0.26053 2.14310  0.0001
H 2.41880 -0.20120 1.98398  -0.0086
H 0.69553 1.61516 1.68696  0.0060
H 0.14601 4.02550 1.95242  0.0024
H 1.95657 5.69091 2.06384  0.0040
H 4.32729 4.99638 2.00023  0.0016
H 4.89087 2.59642 1.76318  0.0005
H -2.93570 -2.79708 1.67044  -0.0001
H -5.03703 -3.74253 0.88837  0.0000
H -5.52243 -3.89839 -1.53111  0.0002
H -3.87081 -3.06519 -3.19102  0.0001
S 0.55282 3.31335 -5.22060  0.0000
Sb -1.12788 1.97720 -5.23330  0.0000
S -0.10175 -0.45752 -4.89890  0.0007
S -1.71548 1.21357 -2.43778  -0.0017

Atoms 1-3, force components in eV/Å:
Mo -0.26 0.25 -0.31
C 0.05 -0.01 0.04
C -0.12 -0.11 -0.04

The multiplicity is 2. For the total energy, the calculation gives -84401.640 eV. As for the total charge: +2.